(1)
{"formula": "C16H33BrN6O4PS", "method": "the ωB97M-V functional and the def2-TZVPD basis", "total_energy_ha": -4572.049826, "e_homo_ev": -11.38, "orbital_gap_ev": 6.36, "total_charge": 1, "symbols": ["C", "C", "C", "C", "C", "N", "C", "N", "C", "N", "C", "C", "O", "Br", "P", "N", "O", "N", "N", "C", "S", "H", "H", "H", "H", "H", "H", "H", "H", "H", "H", "H", "H", "H", "H", "H", "H", "H", "C", "C", "C", "O", "H", "H", "H", "H", "H", "H", "H", "H", "C", "C", "C", "O", "H", "H", "H", "H", "H", "H", "H", "H"], "positions_angstrom": [[-2.629, 5.036, 0.608], [-1.952, 3.674, 1.197], [-0.516, 3.468, 0.516], [0.526, 2.589, 1.367], [-0.117, 1.791, 2.609], [1.319, 1.606, 0.562], [2.736, 1.715, 0.692], [3.364, 0.674, -0.118], [2.193, 0.045, -0.723], [2.339, -0.971, -1.600], [1.248, -1.700, -2.308], [1.711, -2.218, -3.782], [1.926, -1.355, -4.662], [1.904, -4.110, -4.291], [4.060, -1.485, -1.875], [4.072, -3.277, -1.866], [4.614, -0.911, -3.401], [0.945, 0.612, -0.289], [-0.385, 0.347, -0.576], [-0.820, -0.580, 0.279], [-1.795, -1.426, 1.289], [-3.759, 4.949, 0.826], [-2.261, 5.911, 1.241], [-2.414, 5.158, -0.505], [-2.608, 2.778, 0.930], [-1.905, 3.840, 2.334], [-0.659, 3.101, -0.565], [-0.050, 4.519, 0.415], [1.291, 3.320, 1.822], [-0.161, 2.507, 3.510], [-1.137, 1.327, 2.385], [0.624, 0.945, 2.868], [3.343, 2.435, 1.330], [0.302, -1.100, -2.502], [1.054, -2.669, -1.706], [4.715, -3.489, -1.078], [3.127, -3.633, -1.612], [4.000, -0.170, -3.625], [-3.630, -0.484, -2.934], [-4.222, 0.895, -3.179], [-3.443, 1.651, -4.244], [-4.208, 1.640, -1.962], [-2.596, -0.407, -2.578], [-4.193, -1.011, -2.159], [-3.641, -1.087, -3.845], [-5.266, 0.796, -3.489], [-2.403, 1.801, -3.934], [-3.872, 2.644, -4.401], [-3.449, 1.113, -5.195], [-3.288, 1.732, -1.681], [0.088, -3.950, 4.255], [1.287, -3.170, 3.740], [2.590, -3.891, 4.046], [1.306, -1.877, 4.344], [0.136, -4.070, 5.342], [-0.841, -3.414, 4.038], [0.035, -4.941, 3.797], [1.194, -3.023, 2.659], [2.727, -4.009, 5.126], [3.444, -3.313, 3.681], [2.613, -4.880, 3.582], [1.389, -1.996, 5.299]], "atomic_forces_ev_per_a": [[-0.376, -1.033, 0.987], [-0.099, 0.826, -0.653], [0.072, 0.993, 0.050], [-1.785, 0.150, 1.022], [0.735, -0.026, 0.083], [4.277, 3.330, 2.100], [-1.382, -4.537, -3.426], [-5.882, 2.164, 1.083], [0.991, 1.627, 1.348], [-0.265, -0.798, -1.834], [-0.439, -2.115, -0.065], [0.730, 3.931, -2.967], [-0.885, -3.435, 3.656], [-0.411, 1.223, 0.803], [3.178, 0.133, 1.057], [-1.419, 1.597, 0.241], [-2.667, -0.604, 1.444], [4.887, -0.241, -0.429], [-1.109, -3.600, 2.952], [-2.846, 0.964, 0.444], [3.250, 2.190, -3.133], [1.751, 0.272, -0.686], [-0.296, -1.034, -1.194], [-0.419, -0.014, 1.572], [0.791, 1.186, 0.636], [0.078, -0.647, -1.740], [0.275, 0.292, 1.683], [-0.626, -1.623, 0.079], [-0.960, -1.449, -0.971], [-0.196, -1.238, -1.416], [1.433, 0.854, 0.345], [-1.213, 1.249, -0.172], [-1.409, -1.030, -0.982], [1.304, -0.741, 0.404], [-0.222, 1.625, -0.859], [-0.621, 0.220, -0.702], [1.021, -0.119, -0.421], [0.701, -0.596, -0.297], [-0.218, -0.300, 0.067], [0.716, 0.022, -0.014], [-0.159, 0.168, -0.195], [-0.233, 0.052, 0.230], [0.050, 0.117, -0.128], [-0.032, 0.036, -0.115], [0.040, 0.012, 0.081], [0.043, 0.110, 0.216], [-0.004, -0.145, 0.012], [-0.026, -0.130, -0.010], [0.043, 0.061, 0.051], [-0.132, -0.009, -0.144], [-0.233, -0.012, -0.197], [0.088, -0.354, 0.765], [0.228, 0.015, -0.229], [-0.076, 0.339, -0.298], [0.116, -0.051, -0.080], [0.061, -0.052, -0.029], [-0.019, 0.046, 0.079], [0.008, 0.208, 0.070], [-0.134, -0.066, -0.057], [-0.091, -0.055, -0.029], [0.021, 0.044, 0.079], [-0.004, -0.002, -0.165]], "mulliken_charge": [-1.18, -0.24, -0.72, 0.27, -1.24, 0.28, -0.08, -0.51, 0.45, 0.08, -0.27, 0.35, -0.46, -0.06, 0.21, -0.57, -0.48, 0.48, -0.80, 0.40, 0.02, 0.34, 0.34, 0.32, 0.22, 0.28, 0.28, 0.34, 0.31, 0.40, 0.19, 0.35, 0.34, 0.10, 0.35, 0.34, 0.25, 0.34, -0.66, 0.36, -1.20, -0.50, -0.21, 0.29, 0.41, 0.33, 0.25, 0.32, 0.38, 0.24, -1.28, 0.62, -1.38, -0.51, 0.37, 0.28, 0.37, 0.14, 0.36, 0.33, 0.37, 0.35]}

(2)
{"formula": "C16H33CdN2O2", "method": "the ωB97M-V functional and the def2-TZVPD basis", "total_energy_ha": -1056.083652, "multiplicity": 2, "e_homo_ev": [-14.28, -14.28], "s2": 0.757, "orbital_gap_ev": [3.87, 3.46], "total_charge": 2, "symbols": ["C", "N", "C", "C", "C", "C", "C", "C", "O", "C", "C", "C", "C", "C", "N", "O", "C", "C", "C", "C", "H", "H", "H", "H", "H", "H", "H", "H", "H", "H", "H", "H", "H", "H", "H", "H", "H", "H", "H", "H", "H", "H", "H", "H", "H", "H", "H", "H", "H", "H", "H", "H", "H", "Cd"], "positions_angstrom": [[0.863, -3.782, 0.841], [-0.054, -2.687, 0.345], [0.574, -1.828, -0.729], [0.273, -0.245, -0.410], [-1.368, -0.043, -0.667], [-2.239, 0.039, 0.718], [-3.867, -0.221, 0.504], [-4.490, 0.516, -0.821], [-5.897, 0.029, -1.011], [-6.805, 0.675, -0.050], [0.696, 0.253, 1.092], [2.322, 0.558, 1.269], [2.432, 1.391, 2.717], [3.213, -0.820, 1.514], [2.889, 1.489, 0.226], [2.292, 2.710, 0.402], [2.581, 1.074, -1.192], [2.923, 2.418, -2.130], [3.616, -0.100, -1.783], [1.014, 0.720, -1.504], [1.104, -3.580, 1.968], [0.247, -4.792, 0.772], [1.861, -3.908, 0.244], [-0.892, -3.128, -0.098], [-0.012, -2.073, -1.740], [1.695, -2.086, -0.941], [-1.825, -0.948, -1.294], [-1.572, 0.921, -1.335], [-1.907, -0.720, 1.556], [-2.159, 1.170, 1.092], [-4.096, -1.382, 0.541], [-4.389, 0.229, 1.478], [-4.500, 1.702, -0.751], [-3.914, 0.129, -1.791], [-6.859, 1.832, -0.247], [-7.913, 0.258, -0.199], [-6.522, 0.499, 1.076], [0.165, 1.279, 1.393], [0.370, -0.569, 1.894], [3.477, 1.924, 2.849], [1.540, 2.172, 2.844], [2.292, 0.620, 3.605], [3.079, -1.628, 0.678], [4.360, -0.493, 1.479], [3.010, -1.310, 2.575], [1.996, 3.168, -2.152], [3.114, 2.125, -3.259], [3.860, 2.998, -1.737], [4.414, -0.440, -0.973], [4.268, 0.365, -2.669], [3.037, -1.004, -2.273], [0.984, 0.155, -2.555], [0.434, 1.726, -1.647], [0.287, 2.643, 0.287]], "atomic_forces_ev_per_a": [[-0.358, -1.275, 0.879], [0.908, -0.134, -1.624], [-0.747, -0.202, -0.855], [-0.593, 0.567, -0.812], [-0.748, -0.652, 0.331], [-0.961, 0.560, -0.205], [0.084, 0.642, 0.850], [-0.651, -1.209, -0.197], [1.331, 1.627, 1.585], [-1.316, 0.507, 0.379], [1.272, -1.761, -1.111], [0.647, -0.838, 4.159], [-0.297, -0.392, 0.579], [0.908, 0.117, -0.515], [-5.441, 0.465, -0.644], [3.177, -1.362, 0.078], [2.245, 0.593, -4.039], [-0.451, 0.398, -0.524], [0.788, 0.113, -0.291], [0.646, -1.696, 0.587], [-0.286, -0.523, -2.124], [1.594, 2.005, 0.292], [-1.934, 0.307, 0.980], [1.138, 0.496, 0.748], [1.475, 0.892, 1.884], [-2.072, 0.643, 0.726], [1.304, 1.940, 1.241], [0.392, -1.792, 1.384], [-0.327, 1.692, -1.830], [-0.082, -2.127, -0.304], [0.510, 2.434, -0.501], [1.160, -1.007, -2.146], [0.233, -2.413, -0.064], [-1.311, 1.050, 2.064], [0.223, -2.109, 0.351], [2.694, 0.725, 0.119], [-0.388, 0.217, -2.206], [0.067, -2.389, 0.934], [0.577, 2.056, -1.650], [-2.271, -1.074, -0.404], [2.055, -1.471, -0.291], [0.343, 1.578, -1.972], [0.083, 1.628, 1.653], [-2.530, -0.689, 0.214], [0.193, 1.266, -2.384], [2.022, -1.460, 0.123], [-0.455, 0.381, 2.493], [-1.807, -1.227, -0.685], [-1.982, 0.539, -1.704], [-1.563, -0.922, 2.089], [1.197, 1.806, 1.333], [-0.009, 1.605, 2.145], [0.558, -1.109, -0.176], [-1.246, 0.983, -0.944]], "mulliken_spin": [0.00, 0.00, 0.00, 0.00, 0.02, 0.00, 0.00, 0.00, 0.00, 0.00, 0.06, 0.04, 0.00, 0.02, 0.49, 0.22, 0.03, 0.00, 0.01, 0.05, 0.00, 0.00, 0.00, 0.00, 0.00, 0.00, 0.00, 0.00, 0.00, 0.00, 0.00, 0.00, 0.00, 0.00, 0.00, 0.00, 0.00, 0.00, 0.00, 0.00, 0.00, 0.00, 0.00, -0.01, 0.00, 0.00, 0.00, 0.00, 0.00, 0.00, 0.00, 0.00, 0.00, 0.06]}

(3)
{"formula": "C16H33ClNiP2", "method": "the ωB97M-V functional and the def2-TZVPD basis", "total_energy_ha": -3280.031989, "multiplicity": 3, "e_homo_ev": [-5.94, -6.14], "de_lowest_kcal_mol": 272.3, "s2": 2.018, "orbital_gap_ev": [5.48, 5.64], "symbols": ["P", "P", "C", "C", "H", "H", "H", "H", "C", "H", "H", "H", "C", "H", "H", "H", "C", "H", "H", "H", "C", "H", "H", "H", "Ni", "C", "C", "C", "C", "C", "C", "C", "C", "C", "H", "H", "H", "H", "H", "H", "H", "H", "H", "H", "H", "H", "H", "H", "H", "Cl", "C", "H", "H"], "positions_angstrom": [[-2.367, 5.134, 0.961], [-3.395, 2.626, -1.545], [-4.012, 5.093, 0.027], [-4.496, 3.720, -0.518], [-3.961, 5.851, -0.783], [-4.796, 5.436, 0.725], [-4.907, 3.121, 0.314], [-5.363, 3.947, -1.168], [-3.861, 3.120, -3.223], [-3.588, 2.315, -3.915], [-3.391, 4.063, -3.527], [-4.958, 3.227, -3.183], [-4.020, 0.974, -1.670], [-4.739, 0.926, -2.517], [-4.438, 0.596, -0.732], [-3.131, 0.395, -1.948], [-1.300, 6.697, 1.506], [-1.099, 6.668, 2.600], [-1.922, 7.587, 1.249], [-0.315, 6.813, 0.999], [-3.275, 5.684, 2.616], [-4.074, 4.976, 2.933], [-3.743, 6.679, 2.462], [-2.539, 5.771, 3.456], [-1.277, -0.284, -0.699], [-1.996, 4.742, -1.667], [-1.182, 5.337, -0.624], [0.225, 4.816, -0.163], [0.215, 3.899, 1.094], [-0.930, 4.178, 1.985], [-2.212, 3.543, 1.777], [-2.171, 2.419, 0.700], [-1.817, 2.809, -0.799], [-0.973, -0.603, 1.173], [-1.533, 4.620, -2.663], [-1.084, 6.421, -0.807], [0.898, 5.640, 0.121], [0.754, 4.397, -1.032], [0.285, 2.834, 0.845], [1.125, 4.147, 1.661], [-0.761, 4.623, 2.974], [-2.913, 3.305, 2.608], [-3.148, 1.866, 0.775], [-1.391, 1.688, 0.948], [-0.727, 3.134, -0.776], [-1.409, 1.960, -1.482], [-1.129, -1.696, 1.224], [-1.616, -0.094, 1.925], [0.083, -0.410, 1.418], [-0.567, -0.150, -2.895], [-1.772, -1.270, -2.288], [-2.762, -1.137, -2.763], [-1.456, -2.330, -2.192]], "atomic_forces_ev_per_a": [[-0.875, 4.378, 1.913], [-2.433, 3.958, -0.493], [-0.225, 0.713, -0.567], [-0.591, -0.045, 0.001], [-0.165, -0.638, 0.401], [0.399, -0.227, -0.108], [0.221, 0.141, -0.259], [0.289, -0.292, 0.240], [0.817, 0.252, -0.655], [-0.123, 0.220, -0.017], [-0.374, -0.357, 0.054], [0.500, -0.105, -0.090], [-0.221, -0.339, 0.291], [0.324, 0.159, 0.788], [0.177, -0.161, -0.301], [-0.178, -0.379, 0.329], [0.722, 1.375, 0.519], [-0.287, 0.431, -0.950], [0.335, -0.426, 0.248], [-0.886, -0.094, 0.403], [-0.847, -0.006, 0.604], [0.295, 0.465, -0.221], [0.262, -0.443, 0.185], [-0.839, -0.169, -0.669], [0.310, -0.598, 0.340], [0.371, -0.476, -0.992], [0.032, -1.265, 1.512], [0.349, 0.980, -0.857], [0.900, 0.050, 0.216], [1.409, -0.456, 2.037], [-0.290, -2.462, -2.184], [-0.052, -1.112, 0.517], [1.429, -2.050, -0.589], [-0.115, 0.322, 0.721], [0.668, -0.509, 0.186], [-0.562, -0.309, -0.078], [-0.455, 0.023, -0.289], [-0.150, -0.381, 0.179], [0.075, 0.069, 0.037], [-0.153, -0.293, -0.276], [0.127, -0.277, -0.566], [0.768, 0.338, -0.712], [1.074, 0.362, -0.210], [-0.453, -0.048, 0.086], [-1.701, 0.665, -0.884], [-0.165, -0.605, 1.517], [0.009, 0.313, 0.177], [0.345, -0.467, -0.146], [-0.154, -0.035, 0.185], [1.027, 0.725, -1.497], [-1.932, -1.387, 0.992], [0.903, -0.393, -0.383], [0.086, 0.866, -0.684]], "mulliken_spin": [-0.01, 0.02, 0.04, -0.01, 0.00, 0.00, 0.00, 0.00, 0.00, 0.00, 0.00, 0.00, -0.03, 0.00, 0.00, 0.01, 0.22, 0.00, 0.01, -0.02, 0.06, 0.00, 0.00, -0.01, 0.92, 0.01, -0.01, 0.02, 0.04, 0.52, 0.10, 0.04, 0.01, -0.01, 0.00, 0.00, -0.02, -0.01, 0.02, 0.00, -0.02, 0.01, 0.01, 0.03, -0.05, -0.01, 0.01, 0.00, 0.01, 0.03, 0.06, 0.00, 0.01]}

(4)
{"formula": "C16H33NaO16", "method": "the ωB97M-V functional and the def2-TZVPD basis", "total_energy_ha": -1995.546335, "e_homo_ev": -6.24, "orbital_gap_ev": 6.37, "symbols": ["Na", "C", "O", "H", "H", "H", "C", "O", "C", "O", "O", "C", "H", "H", "H", "H", "H", "H", "C", "O", "C", "O", "O", "C", "H", "H", "H", "H", "H", "H", "C", "O", "C", "O", "O", "C", "H", "H", "H", "H", "H", "H", "C", "O", "C", "O", "O", "C", "H", "H", "H", "H", "H", "H", "C", "O", "C", "O", "O", "C", "H", "H", "H", "H", "H", "H"], "positions_angstrom": [[-0.802, 0.165, 0.665], [-4.287, 0.263, -0.150], [-2.920, 0.096, -0.492], [-4.981, -0.507, -0.487], [-4.426, 0.491, 0.906], [-4.676, 1.057, -0.788], [2.544, 4.012, 0.044], [1.240, 4.287, 0.380], [0.364, 3.251, 0.611], [0.582, 2.030, 0.716], [-0.777, 3.887, 0.780], [-2.025, 3.226, 0.888], [2.897, 3.044, 0.401], [3.206, 4.784, 0.439], [2.569, 4.153, -1.036], [-1.932, 2.464, 1.663], [-2.326, 2.838, -0.085], [-2.713, 3.990, 1.250], [0.638, -4.227, 0.059], [0.949, -3.985, 1.409], [0.666, -2.836, 1.961], [-0.063, -1.933, 1.550], [1.189, -2.834, 3.183], [0.852, -1.844, 4.108], [1.527, -4.640, -0.419], [0.305, -3.397, -0.565], [-0.189, -4.936, 0.020], [-0.215, -1.693, 4.274], [1.253, -0.933, 3.664], [1.405, -2.024, 5.030], [2.249, 0.617, -6.938], [1.722, 1.082, -5.688], [0.555, 0.543, -5.254], [-0.116, -0.293, -5.863], [0.360, 1.008, -4.033], [-0.932, 0.736, -3.361], [3.256, 1.034, -6.932], [1.770, 0.850, -7.889], [2.372, -0.466, -6.915], [-1.579, 1.528, -3.739], [-0.952, 0.725, -2.271], [-1.268, -0.255, -3.665], [3.799, -0.629, 0.655], [3.493, -1.452, -0.425], [2.316, -1.557, -1.079], [1.260, -0.982, -0.701], [2.476, -2.288, -2.269], [1.584, -2.081, -3.347], [4.262, -1.356, 1.322], [2.926, -0.175, 1.124], [4.530, 0.137, 0.397], [0.564, -2.379, -3.104], [1.849, -2.677, -4.219], [1.579, -1.028, -3.632], [-2.831, -1.882, 2.780], [-3.157, -0.747, 3.502], [-2.276, 0.292, 3.714], [-1.188, 0.497, 3.143], [-2.818, 0.984, 4.751], [-1.992, 1.934, 5.355], [-1.890, -2.303, 3.133], [-2.944, -1.696, 1.711], [-3.596, -2.586, 3.106], [-1.714, 2.683, 4.613], [-1.044, 1.614, 5.788], [-2.483, 2.320, 6.248]], "atomic_forces_ev_per_a": [[-0.541, -0.421, -0.313], [1.817, 0.476, -1.454], [-0.114, -0.296, 0.884], [0.101, -1.079, 0.416], [-0.415, 0.059, 0.323], [-0.339, 1.007, 0.306], [1.555, 0.035, -0.924], [-2.117, -1.419, 1.214], [0.417, -0.339, 0.434], [-0.139, 2.931, -0.561], [0.515, 0.446, -0.297], [-0.126, -0.354, 0.458], [-0.146, -0.088, -0.297], [-0.236, 0.054, 0.340], [0.575, -0.651, -0.176], [-0.271, -0.291, -0.266], [-0.118, -0.295, 0.236], [0.004, -0.094, -0.206], [-0.582, -0.563, -1.438], [0.621, 0.158, -0.006], [-2.062, 2.023, 0.756], [1.341, -1.466, 0.078], [0.464, -1.931, -0.136], [0.543, 1.763, -0.344], [-0.070, -0.156, 0.168], [0.139, 0.562, 0.696], [0.194, -0.236, 0.078], [0.099, -0.360, -0.047], [-0.296, 0.513, 0.413], [-0.237, -0.347, -0.133], [1.160, -0.713, 0.357], [-1.007, -0.048, -0.468], [-0.485, -1.530, -0.958], [1.205, 1.701, 1.033], [-0.377, 0.137, 1.130], [-0.174, -0.304, -1.321], [-0.099, 0.088, -0.219], [-0.655, 0.503, 0.528], [-0.196, -0.080, 0.104], [-0.294, -0.313, 0.201], [0.908, 0.368, -0.125], [-0.168, 0.228, -0.187], [-0.275, -0.171, 1.365], [-0.937, -1.667, -3.161], [-2.285, 2.403, -0.189], [3.323, -2.054, -1.601], [0.979, 0.732, 2.885], [-1.264, 0.560, -0.224], [0.100, 0.531, 0.537], [-0.101, -0.035, -0.134], [-0.128, -0.079, -0.347], [-0.061, 0.126, 0.266], [0.621, -0.091, 0.409], [0.030, -0.094, 0.109], [-0.223, -1.237, -0.305], [0.891, 3.500, 1.507], [0.385, -1.510, -0.529], [-2.954, -0.290, 1.468], [0.616, -1.314, -1.027], [1.011, 1.395, 0.459], [0.129, 0.206, -0.601], [0.533, -0.147, -0.133], [-0.083, -0.117, -0.299], [-0.242, 0.398, 0.288], [0.118, -1.003, -0.464], [-0.579, 0.282, -0.563]], "mulliken_charge": [0.87, -1.00, -0.64, 0.26, 0.20, 0.29, -0.59, -0.35, 0.70, -0.51, -0.39, -0.20, 0.22, 0.25, 0.28, -0.08, 0.27, 0.33, -0.64, -0.39, 0.81, -0.42, -0.44, -0.43, 0.31, 0.17, 0.34, 0.08, 0.24, 0.29, -0.68, -0.30, 0.77, -0.60, -0.24, -0.46, 0.26, 0.28, 0.29, 0.38, -0.01, 0.33, -0.53, -0.36, 0.46, 0.03, -0.38, -0.63, 0.26, 0.16, 0.29, 0.25, 0.37, 0.19, -0.37, -0.37, 0.79, -0.42, -0.35, -0.67, 0.05, 0.25, 0.30, 0.26, 0.29, 0.26]}